DFT (the ωB97M-V functional and the def2-TZVPD basis) results for a molecular structure, C15H13ClIN2O6Ru.

Geometry as XYZ:
```
39
Properties=species:S:1:pos:R:3:forces:R:3:mulliken_charge:R:1
Ru 0.6807 0.2682 0.1488 0.051 -0.130 0.034 0.71
O 0.2657 0.9061 -2.2530 -0.098 0.052 -0.015 -0.42
C -0.2709 2.2229 -2.0852 0.010 -0.061 0.005 -0.59
C 0.6486 3.0405 -1.2036 -0.019 0.033 0.045 -0.75
N 0.8031 2.4257 0.1368 0.086 0.059 0.037 0.34
C 2.1786 2.6586 0.6449 -0.070 0.011 0.042 -0.36
C 3.1342 1.6683 -0.0211 0.006 -0.206 -0.271 0.40
O 4.2368 1.9810 -0.3929 -0.071 0.039 0.141 -0.63
O 2.6274 0.4480 -0.1539 0.144 0.184 0.066 -0.56
C -0.2215 2.8973 1.0931 0.011 -0.028 -0.097 -0.60
C -0.2633 1.9934 2.3385 0.094 -0.080 0.221 0.44
O -0.7539 2.4117 3.3633 -0.011 0.032 -0.192 -0.67
O 0.2637 0.8174 2.1577 -0.042 0.187 0.090 -0.60
H 1.1016 0.9553 -2.7333 0.034 -0.015 -0.013 0.35
H -1.2484 2.0762 -1.6256 0.009 0.011 -0.007 0.25
H -0.4098 2.7109 -3.0521 0.013 0.011 0.015 0.45
H 0.2908 4.0697 -1.1002 -0.012 -0.014 -0.009 0.33
H 1.6373 3.0874 -1.6674 -0.008 -0.014 -0.009 0.44
H 2.1804 2.4576 1.7170 0.030 0.021 -0.005 0.41
H 2.4992 3.6868 0.4694 0.026 -0.025 -0.004 0.36
H -1.1969 2.8332 0.6058 -0.003 0.009 0.034 0.32
H -0.0380 3.9356 1.3792 -0.009 -0.014 0.043 0.44
Cl -2.9596 -5.5054 0.1973 0.010 -0.004 -0.002 -0.21
C -2.4559 -3.8706 0.1504 -0.063 0.034 -0.003 0.72
C -3.4727 -2.8788 0.0952 0.030 -0.011 0.011 -0.63
C -3.1428 -1.5659 0.0535 0.058 -0.118 0.023 -0.59
I -4.5690 -0.0824 -0.0188 -0.033 0.066 -0.008 0.08
C -1.7376 -1.1804 0.0654 0.060 -0.034 -0.075 0.79
O -1.3829 0.0492 -0.0102 -0.236 0.007 -0.050 -0.20
C -0.7382 -2.1949 0.1324 -0.036 -0.032 -0.009 0.68
N 0.5534 -1.7646 0.1460 0.007 -0.036 -0.063 -0.12
C 1.5706 -2.6959 0.1674 -0.004 0.001 0.021 -0.69
C 1.3148 -4.0258 0.1956 0.020 0.022 0.000 -0.80
C -0.0267 -4.5012 0.1998 0.030 -0.002 -0.002 -0.74
C -1.0650 -3.5715 0.1652 -0.008 0.060 0.003 -0.14
H -4.5040 -3.2008 0.0896 -0.002 0.004 0.003 0.42
H 2.5694 -2.2826 0.1646 0.004 -0.014 -0.001 0.56
H 2.1404 -4.7219 0.2182 -0.003 -0.005 -0.002 0.41
H -0.2398 -5.5585 0.2219 -0.002 -0.002 0.004 0.42
```
Forces are in eV/Å.

Properties
2S+1: 6
DFT total energy: -1993.09262 hartree
Strongest force on any atom: 0.34 eV/Å
HOMO-LUMO gap (spin up / spin down): 6.4 / 6.9 eV
Energy relative to the best compared isomer or geometry (same formula, charge and spin): 0.0 kcal/mol
HOMO level (spin up / spin down): -0.2283 / -0.3527 hartree
Lowest unoccupied orbital energy (spin up / spin down): 0.2 / -2.7 eV

DFT (the ωB97M-V functional and the def2-TZVPD basis) results for a molecular structure, C36H51BrN3OP2Pt in a non-equilibrium geometry.

Geometry as XYZ:
```
95
Properties=species:S:1:pos:R:3:forces:R:3:mulliken_charge:R:1
C 2.0701 -2.0979 -1.0962 0.417 0.140 0.308 -0.23
C 1.7486 0.0377 -2.0146 -0.048 -0.084 0.045 -0.82
C 3.0074 -2.4115 -2.0789 -0.267 -0.084 0.166 -0.81
C 2.6090 -0.2444 -3.0730 -0.123 0.045 0.129 -0.41
C 3.2792 -1.4719 -3.0670 -0.032 0.280 -0.053 -1.07
H 3.4837 -3.3880 -2.0261 -0.075 0.201 -0.318 0.61
H 2.7434 0.5062 -3.8574 0.049 -0.415 0.223 0.61
H 3.9957 -1.6915 -3.8534 -0.100 -0.018 0.125 0.46
N 1.5885 -0.8561 -1.0300 -0.808 -0.132 -0.002 0.53
P -0.0564 -2.6100 0.6753 -0.202 -1.523 -0.591 -0.46
P 0.8687 2.0082 -0.1694 0.271 1.119 -0.923 -1.29
C 1.5906 -3.0882 -0.0529 0.424 0.122 0.062 -1.52
H 1.5777 -4.1012 -0.4857 -0.005 0.351 0.160 0.64
H 2.3247 -3.0976 0.7723 -0.236 -0.036 -0.192 0.65
C 0.8326 1.2328 -1.9076 0.020 0.070 0.259 -1.44
H 1.0500 1.9704 -2.6840 -0.028 -0.135 0.056 1.59
C -0.4242 3.3952 -0.3528 0.089 0.116 -0.318 2.54
C 2.5995 2.7450 0.0426 -0.252 0.209 -0.252 2.38
C -1.2760 -3.3634 -0.5675 -0.051 -0.397 0.283 2.16
C -0.0959 -3.5809 2.2987 -0.003 -0.209 -0.219 2.43
C -1.7773 2.8771 0.1585 -0.215 -0.104 -0.156 -1.37
H -1.7210 2.5629 1.2049 -0.058 0.048 -0.116 0.06
H -2.5128 3.6920 0.0642 0.203 -0.196 0.126 0.57
H -2.1401 2.0266 -0.4315 0.051 0.310 0.231 0.22
C -0.0466 4.6273 0.4790 -0.068 0.178 -0.023 -1.84
H 0.0476 4.3929 1.5463 0.008 0.152 -0.280 0.14
H 0.8710 5.1056 0.1144 -0.253 -0.122 0.196 0.32
H -0.8596 5.3625 0.3729 0.195 -0.209 0.058 0.58
C -0.6019 3.8548 -1.8123 -0.201 0.093 0.015 -1.65
H -1.3965 4.6156 -1.8249 0.196 -0.122 -0.021 0.57
H 0.3017 4.3176 -2.2243 -0.247 -0.095 0.042 0.24
H -0.9354 3.0479 -2.4723 0.075 0.233 0.112 0.27
C 2.7016 3.3038 1.4786 0.040 0.035 -0.026 -1.61
H 2.3802 2.5629 2.2237 0.160 0.182 -0.146 0.04
H 3.7523 3.5578 1.6733 -0.188 -0.079 0.025 0.54
H 2.1174 4.2165 1.6152 0.158 -0.231 -0.003 0.39
C 3.6866 1.6629 -0.0934 -0.043 -0.147 -0.002 -1.82
H 3.6068 0.8958 0.6883 -0.028 0.087 -0.166 0.24
H 3.6801 1.1769 -1.0755 0.041 0.132 0.250 0.43
H 4.6661 2.1543 0.0176 -0.285 -0.144 0.037 0.65
C 2.8645 3.8476 -1.0114 0.559 0.205 -0.150 -1.55
H 2.1268 3.9128 -1.8208 0.216 -0.067 0.325 0.12
H 2.9455 4.8359 -0.5371 -0.117 -0.233 -0.175 0.40
H 3.8360 3.6587 -1.4932 -0.243 0.110 0.084 0.43
C -1.5399 -3.6377 2.8250 -0.023 -0.260 0.185 -2.29
H -1.5150 -3.9821 3.8713 -0.024 0.115 -0.267 0.52
H -2.0410 -2.6624 2.7996 0.104 -0.129 0.016 0.45
H -2.1508 -4.3591 2.2636 0.206 0.263 0.184 0.42
C 0.7869 -2.8823 3.3460 -0.106 0.109 0.003 -1.63
H 1.8224 -2.7644 3.0049 -0.144 0.062 0.088 0.28
H 0.3885 -1.9057 3.6402 0.136 -0.185 -0.115 0.18
H 0.8049 -3.5100 4.2502 0.013 0.165 -0.260 0.66
C 0.4467 -5.0131 2.1314 -0.051 -0.205 0.177 -1.63
H 0.6304 -5.4156 3.1380 -0.024 0.011 -0.244 0.54
H -0.2666 -5.6824 1.6419 0.259 0.194 0.096 0.34
H 1.3978 -5.0522 1.5870 -0.189 -0.006 0.177 0.27
C -0.9925 -2.8591 -1.9852 0.141 0.694 -0.043 -2.27
H -1.7142 -3.3294 -2.6645 0.203 -0.024 0.094 0.70
H -1.1578 -1.7724 -2.0460 0.160 -0.538 -0.047 0.50
H 0.0248 -3.0943 -2.3262 -0.241 -0.043 -0.032 0.25
C -2.6925 -2.9104 -0.1891 -0.179 0.067 0.007 -1.74
H -2.7754 -1.8161 -0.2286 0.013 -0.243 0.003 0.10
H -3.3900 -3.3403 -0.9220 0.086 0.147 0.146 0.52
H -2.9988 -3.2588 0.8023 0.017 0.104 -0.311 0.34
C -1.2252 -4.8980 -0.6417 -0.303 -0.197 0.005 -1.72
H -0.2239 -5.2824 -0.8753 -0.196 0.050 0.122 0.27
H -1.6106 -5.3956 0.2572 0.148 0.186 -0.238 0.36
H -1.8856 -5.1998 -1.4711 0.211 0.033 0.232 0.51
Pt 0.1441 -0.2339 0.6043 -1.263 -0.695 -2.045 3.40
C 1.0581 0.0596 2.1596 3.256 0.496 5.076 0.20
O 1.7607 0.2253 3.0756 -1.269 -0.365 -2.359 -0.62
N -1.1454 0.0493 -0.9982 1.104 1.047 -0.997 -0.73
C -0.6199 0.6616 -1.9999 -0.466 -0.965 0.737 1.05
C -1.3766 0.7392 -3.2861 0.044 -0.101 -0.208 -0.10
C -2.7593 0.5170 -3.2108 -0.205 0.262 -0.413 -0.40
C -0.7601 0.9785 -4.5305 -0.503 0.044 0.473 0.00
C -3.5573 0.6713 -4.3519 0.567 -0.107 0.106 -0.78
H -3.1827 0.2343 -2.2395 0.109 0.260 -0.468 0.24
C -1.5551 1.1220 -5.6681 -0.123 -0.141 0.060 -0.80
H 0.3297 1.0252 -4.5894 -0.350 0.167 -0.098 0.33
C -2.9498 0.9891 -5.5757 0.112 -0.019 0.131 -0.56
H -4.6381 0.5322 -4.2778 0.362 0.057 -0.108 0.42
H -1.0785 1.3291 -6.6304 -0.258 -0.098 0.314 0.44
H -3.5660 1.1132 -6.4689 0.222 -0.022 0.282 0.38
Br -2.7308 -0.3523 6.8749 0.252 0.312 -0.468 -0.19
C -1.9182 0.7857 5.5743 0.367 -0.097 -0.494 -0.49
C -1.7675 2.1487 5.8251 0.160 -0.174 -0.306 -0.17
C -1.1249 2.9422 4.8727 0.080 -0.510 -0.506 -1.09
C -0.6875 2.3363 3.6847 -0.315 0.213 0.678 0.00
N -0.8711 1.0403 3.4360 -0.322 -0.158 0.363 0.14
C -1.4360 0.2556 4.3590 -0.434 0.860 0.673 0.31
H -2.1324 2.5649 6.7520 -0.006 0.073 0.038 0.47
H -0.9625 4.0069 5.0131 -0.085 -0.189 0.136 0.45
H -0.1677 2.9294 2.9198 -0.265 -0.376 0.320 0.30
H -1.5377 -0.8088 4.1542 0.014 0.221 -0.080 -0.01
```
Forces are in eV/Å.

Properties
2S+1: 3
DFT total energy: -5017.68648 hartree
Charge: +1
Strongest force on any atom: 6.05 eV/Å
HOMO-LUMO gap (spin up / spin down): 5.4 / 6.5 eV
Energy relative to the best compared isomer or geometry (same formula, charge and spin): 0.0 kcal/mol
HOMO level (spin up / spin down): -0.2900 / -0.3911 hartree
Lowest unoccupied orbital energy (spin up / spin down): -2.5 / -4.1 eV

- The highest 2S+1 belongs to which entry?
  C15H13ClIN2O6Ru